Entry 1:
Below is a 2-piece molecular cluster, C3H7N3OS overall in a non-equilibrium geometry, with properties calculated with wB97M-V/def2-TZVPD.

Last column: natural (NBO) charge in e.
Element x y z (Å)
C 0.6849 0.7983 -0.1293  0.56
C -2.7944 -1.3234 -0.6710  0.43
C 1.1013 -1.3808 0.5956  -0.45
N 0.1802 1.4956 -1.1896  -0.83
N 0.9296 -0.3608 -0.4391  -0.54
N 0.7010 1.5325 1.0457  -0.83
O -3.1565 -1.6629 -1.7284  -0.45
S -2.5168 -0.8766 0.7728  0.02
H 0.2215 -1.4593 1.1136  0.18
H 1.2620 -2.3401 -0.0018  0.21
H 1.9159 -1.1601 1.3230  0.18
H 0.1513 0.9139 -2.0153  0.40
H 0.6351 2.3789 -1.3851  0.36
H 0.2736 2.3859 0.8782  0.38
H 0.4113 1.0589 1.8308  0.38

Cartesian forces, eV/Å:
-0.89 2.03 -0.22
-1.45 -0.77 -2.34
2.59 -0.35 -2.29
-0.54 2.34 -1.50
1.06 -4.26 0.94
1.84 -0.90 -1.69
0.94 0.44 1.26
0.46 0.38 1.08
-2.27 -0.50 1.52
0.10 1.05 1.35
-0.23 -0.33 -0.57
0.18 0.07 0.12
-0.14 0.13 -0.02
-1.06 1.71 0.23
-0.58 -1.05 2.11

ΔE to the lowest compared entry with this formula, charge and spin (kcal/mol): 20.3
Highest occupied orbital energy (hartree): -0.331
Orbital gap (Eh): 0.34961
SMILES: CN=C(N)N.O=C=S

---

Entry 2:
Below is a 2-piece molecular cluster, C7H14N6O2 overall in a non-equilibrium geometry, with properties calculated with wB97M-V/def2-TZVPD.

Last column: natural (NBO) charge in e.
Element x y z (Å)
C -0.4782 -0.5007 0.5044  0.71
C -1.9576 1.3244 -0.0578  0.42
C -1.5929 -1.4933 0.4525  -0.57
C -3.0025 0.2731 -0.5097  -0.45
C -3.0057 -0.9275 0.4945  -0.16
C 3.6618 -0.2040 0.9828  -0.39
C 3.5243 -0.4543 -1.5057  -0.43
N -2.7963 3.5434 -0.2216  -0.08
N 2.2170 1.2162 -0.3294  0.15
N -2.3496 2.5063 0.0343  0.06
N -0.7189 0.8479 0.3850  -0.59
N -3.9872 -2.0384 0.1446  0.19
N 3.3375 0.5141 -0.3494  -0.34
O 0.6790 -0.8320 0.5800  -0.57
O -3.5472 -3.1351 -0.0289  -0.20
H -1.5856 -2.1747 -0.3966  0.29
H -1.4705 -2.0450 1.4494  0.30
H -4.0581 0.6952 -0.5500  0.29
H -2.6090 -0.2734 -1.4358  0.28
H -3.4488 -0.6071 1.3850  0.24
H 4.6654 -0.0319 1.0515  0.23
H 3.2513 0.2759 1.8219  0.25
H 3.3688 -1.2442 1.0547  0.27
H 3.3391 -0.1304 -2.4522  0.25
H 4.6175 -0.8392 -1.4722  0.27
H 2.8863 -1.2843 -1.4284  0.25
H -3.1117 4.2726 0.3815  0.42
H 0.0872 1.4152 0.5054  0.45
H 4.0848 1.3311 -0.4897  0.48

Cartesian forces, eV/Å:
0.60 -1.09 -1.16
0.23 -2.99 0.33
-0.83 -0.10 3.17
-0.92 -1.37 0.08
1.64 -0.17 -1.98
-1.13 -0.22 -0.52
3.08 -1.69 1.75
0.83 1.86 -3.48
-2.31 0.79 -0.13
0.08 -0.47 1.73
-2.59 1.03 -0.78
-1.16 -0.49 -0.78
3.17 0.40 -0.38
0.50 -0.23 0.40
0.22 1.44 0.27
0.70 -0.13 0.12
0.16 0.09 -1.65
1.55 -0.30 -0.56
-0.76 1.63 0.55
-0.09 0.46 1.91
2.86 -0.24 0.26
-1.05 1.11 0.70
-0.09 -0.05 -0.84
-0.42 2.17 -2.38
-1.84 0.80 0.18
-0.95 -1.08 0.98
-0.93 0.03 1.82
0.53 0.80 0.00
-1.11 -2.02 0.40

Highest occupied orbital energy (alpha / beta) (hartree): -0.551 / -0.551
Orbital gap (alpha / beta) (Eh): 0.23479 / 0.23193
Charge: +2
Spin multiplicity: 3

---

Entry 3:
Below is one molecule with the formula C4H4N2O2 in a non-equilibrium geometry, with properties calculated with wB97M-V/def2-TZVPD.

Last column: natural (NBO) charge in e.
Element x y z (Å)
C 1.2924 0.5671 -0.3204  0.09
C 1.3331 -0.6198 0.9398  -0.45
C -0.1828 -0.2022 0.9586  0.09
C -0.1405 0.4672 -0.2823  0.02
H 2.8371 0.7871 -1.3666  0.49
H 1.1054 1.8169 -0.0713  0.21
H 2.0224 -0.2819 1.8518  0.25
H 1.6005 -1.6042 0.2412  0.28
N -1.4504 -0.6200 1.2150  -0.06
N -1.3110 0.4714 -0.8476  -0.07
O 1.9408 0.0965 -1.4018  -0.67
O -2.1970 -0.2154 0.0266  -0.17

Cartesian forces, eV/Å:
-0.59 1.91 2.04
0.94 2.45 -0.65
-3.14 -2.64 0.00
-4.28 -2.47 0.48
-3.44 -3.42 -0.83
2.60 -2.77 -0.21
-1.51 -1.46 -2.00
-0.87 2.48 2.54
1.94 0.64 -1.60
-0.14 -0.33 -0.37
5.17 4.37 -1.09
3.33 1.24 1.69

ΔE to the lowest compared entry with this formula, charge and spin (kcal/mol): 195.3
Highest occupied orbital energy (hartree): -0.372
Orbital gap (Eh): 0.37081
SMILES: O[C@@H]1Cc2nonc21

---

Entry 4:
Below is a 3-piece molecular cluster, C5H15N2O overall in a non-equilibrium geometry, with properties calculated with wB97M-V/def2-TZVPD.

Last column: natural (NBO) charge in e.
Element x y z (Å)
C -2.2722 2.7770 1.3536  -0.56
C -1.3755 1.5232 1.5532  -0.55
C -0.0477 1.9090 1.1474  0.38
C 0.3889 1.7583 -0.2180  -0.80
N 0.1271 -3.1685 -2.7861  -0.80
C 0.5276 -2.7890 -1.5555  0.30
N 0.6908 -1.5638 -1.2431  -0.80
H -3.3104 2.5263 1.5310  0.27
H -1.9916 3.5846 2.0250  0.23
H -2.1747 3.1885 0.3605  0.22
H -1.4680 1.1813 2.5901  0.30
H -1.7432 0.7423 0.8791  0.25
H 0.3278 0.7134 -0.5721  0.34
H 0.3630 2.7750 1.6672  0.23
H 1.4083 2.0955 -0.3687  0.27
H -0.2820 2.3017 -0.9071  0.35
H 0.0886 -2.4745 -3.5100  0.40
H 0.1105 -4.1335 -3.0661  0.40
H 0.7029 -3.6101 -0.8708  0.16
H 1.0608 -1.4941 -0.2988  0.35
H 1.1706 0.4780 1.5691  0.42
H 2.3771 -0.2469 2.1758  0.50
O 1.6823 -0.3279 1.5109  -0.88

Cartesian forces, eV/Å:
0.49 1.01 0.22
-0.30 -1.78 -0.15
-2.17 2.84 -1.65
1.25 -1.17 0.06
-0.14 -0.20 -0.14
0.07 0.08 -0.30
0.09 0.47 0.39
-0.05 -0.34 0.09
-0.03 -0.02 0.24
-0.06 -0.12 -0.42
0.12 0.23 -0.01
0.04 -0.07 0.27
-0.24 -0.11 -0.14
0.75 -0.60 0.75
0.03 0.29 -0.12
-0.21 0.06 0.35
-0.04 0.09 -0.07
0.02 0.08 0.14
0.05 -0.22 0.14
-0.09 -0.13 -0.04
0.26 -0.11 0.31
0.01 -0.06 0.02
0.14 -0.24 0.03

ΔE to the lowest compared entry with this formula, charge and spin (kcal/mol): 89.3
Highest occupied orbital energy (hartree): -0.435
Orbital gap (Eh): 0.17173
Charge: +1

---

Entry 5:
Below is C21H61N15O13Zn as an isolated structure in a non-equilibrium geometry, with properties calculated with wB97M-V/def2-TZVPD.

Last column: Mulliken charge in e.
Element x y z (Å)
Zn 0.1366 -12.8031 -4.3403  0.32
C 3.1600 -12.1581 -1.3221  0.83
O 2.5035 -13.1814 -1.4712  -0.34
O 2.4727 -11.2695 -1.8069  -0.30
O 4.3362 -12.0922 -0.9330  -0.52
C 10.0440 -12.8118 2.5228  0.64
O 11.1274 -12.8602 3.0877  -0.66
N 9.3414 -13.9157 2.3472  -0.40
N 9.3915 -11.7234 2.2663  -0.39
H 9.8980 -14.7393 2.5260  0.22
H 8.4363 -13.8968 1.8995  0.16
H 10.0562 -10.9632 2.2528  0.25
H 8.5410 -11.8289 1.7319  0.18
C 5.7686 -17.0044 -4.4900  0.59
O 5.6180 -17.4616 -5.5927  -0.62
N 6.5357 -15.9501 -4.2034  -0.38
N 5.1057 -17.3864 -3.4574  -0.40
H 7.0259 -15.4288 -4.9162  0.23
H 6.3565 -15.4554 -3.3413  0.17
H 4.5669 -18.2346 -3.5592  0.23
H 4.7811 -16.7080 -2.7832  0.19
C -2.2795 -7.7055 -6.0931  0.65
O -2.0897 -8.8752 -6.0697  -0.62
N -2.9339 -7.1103 -7.0937  -0.40
N -1.9552 -6.8964 -5.1175  -0.39
H -3.4363 -7.6621 -7.7743  0.20
H -2.8613 -6.1079 -7.1937  0.16
H -2.1233 -5.9112 -5.2630  0.17
H -1.6882 -7.3578 -4.2596  0.22
C 5.3728 -5.5866 -1.8154  0.64
O 5.5695 -4.3857 -1.8698  -0.66
N 6.2304 -6.4310 -1.2485  -0.39
N 4.3360 -6.1482 -2.3199  -0.38
H 5.9313 -7.3954 -1.2714  0.16
H 6.9774 -6.0706 -0.6721  0.22
H 4.0026 -7.0788 -2.1131  0.18
H 3.7834 -5.4844 -2.8436  0.22
C 2.2136 -15.6089 4.2883  0.64
O 1.9922 -16.0750 5.3886  -0.64
N 1.6468 -15.9969 3.1805  -0.37
N 3.0990 -14.6603 4.0530  -0.38
H 0.8659 -16.6373 3.1901  0.22
H 1.8013 -15.3552 2.4160  0.16
H 3.4792 -14.1678 4.8486  0.21
H 3.3167 -14.2791 3.1433  0.15
C 3.9089 -11.7656 -8.2886  0.64
O 3.1380 -12.4125 -7.6170  -0.63
N 4.2039 -11.9400 -9.5593  -0.37
N 4.4462 -10.6797 -7.7544  -0.37
H 3.8888 -12.7596 -10.0584  0.22
H 4.7043 -11.1285 -9.8926  0.17
H 4.4258 -10.5276 -6.7561  0.19
H 4.8622 -9.9450 -8.3087  0.15
C 12.1289 -15.4430 -4.6300  -0.72
O 12.5221 -14.1113 -4.9962  -0.33
C 12.7128 -13.1622 -4.0205  -0.63
C 12.7117 -11.6934 -4.4231  -0.51
N 11.3188 -11.3066 -4.5799  -0.27
C 11.0405 -9.8700 -4.7696  -0.72
C 11.4515 -9.3532 -6.1481  -0.36
O 10.8767 -8.1208 -6.5422  -0.37
C 11.5212 -6.9319 -5.8862  -0.70
H 11.2837 -15.3476 -3.9484  0.30
H 12.9464 -15.8287 -4.0208  0.30
H 11.7030 -15.9605 -5.4896  0.26
H 13.6976 -13.3876 -3.6113  0.38
H 12.0090 -13.2252 -3.1906  0.34
H 13.3281 -11.5916 -5.3162  0.33
H 13.1261 -11.0746 -3.6271  0.35
H 10.8430 -11.6238 -3.7474  0.22
H 11.3058 -9.2684 -3.9003  0.41
H 9.9550 -9.8314 -4.6787  0.28
H 11.0142 -10.0666 -6.8466  0.26
H 12.5223 -9.3467 -6.3517  0.34
H 12.5782 -6.7803 -6.1052  0.29
H 11.4953 -7.1094 -4.8110  0.29
H 10.8572 -6.0826 -6.0472  0.27
C 3.9801 -7.0391 8.4660  -1.44
C 4.4835 -7.6356 7.1420  0.62
C 4.4058 -6.6001 6.0200  -0.86
O 3.0637 -6.3373 5.6963  -0.32
C 2.4000 -7.4222 4.9970  -0.69
N 5.8870 -7.8513 7.4198  -0.80
H 3.5257 -7.7945 9.1071  0.35
H 3.2637 -6.2681 8.1823  0.30
H 4.7046 -6.5000 9.0764  0.39
H 4.0626 -8.6003 6.8583  0.41
H 4.9003 -6.9047 5.0976  0.38
H 4.8614 -5.6880 6.4054  0.35
H 1.3757 -7.0843 4.8395  0.23
H 2.4488 -8.3534 5.5614  0.30
H 2.8730 -7.5059 4.0186  0.28
H 5.8302 -8.7339 7.9076  0.27
H 6.3526 -8.1392 6.5711  0.22
C -4.6694 -16.3680 -4.7950  -1.53
C -3.7467 -15.2208 -4.3055  0.49
C -4.1108 -14.8270 -2.7985  -0.89
O -3.3679 -13.6282 -2.5074  -0.23
C -3.5259 -13.0851 -1.2056  -0.75
N -2.3808 -15.5826 -4.5579  -0.57
H -4.7518 -16.4414 -5.8794  0.41
H -5.6373 -16.1753 -4.3320  0.36
H -4.4325 -17.4014 -4.5421  0.37
H -4.0686 -14.4279 -4.9807  0.18
H -3.8682 -15.5836 -2.0523  0.41
H -5.1870 -14.7724 -2.6345  0.41
H -2.8787 -12.2247 -1.0352  0.23
H -3.2949 -13.8563 -0.4708  0.30
H -4.5837 -12.8408 -1.1081  0.30
H -2.1188 -16.4831 -4.1830  0.24
H -2.3646 -15.8870 -5.5208  0.27

Cartesian forces, eV/Å:
0.03 -0.14 0.14
4.24 0.48 0.34
-1.87 -2.87 -0.07
-1.55 2.45 -0.65
-0.93 -0.01 0.23
1.68 -2.00 2.52
0.84 0.42 -0.47
-0.82 -2.36 -0.62
-0.86 3.10 -0.88
-0.73 -0.22 -0.20
0.40 -0.58 0.09
-0.91 0.66 -0.35
0.38 0.97 -0.11
0.55 1.74 -2.91
0.63 -1.17 -1.53
1.86 2.29 0.35
-3.04 -2.41 4.34
-0.39 -0.30 -0.04
0.36 -0.11 -0.21
-0.13 0.38 -0.01
0.16 -0.40 0.01
-0.98 -0.18 -1.07
0.52 -3.45 0.28
-0.95 1.44 -1.90
1.04 1.87 2.00
0.48 0.20 0.12
-0.42 -0.35 -0.29
0.15 -0.27 0.97
0.17 0.72 -0.09
2.80 2.41 1.42
0.13 0.83 -0.15
1.05 -1.50 0.83
-4.23 -1.35 -2.37
0.84 0.07 0.52
-0.27 -0.33 -0.17
0.07 0.38 -0.19
-0.39 -0.54 0.10
-0.16 -0.85 2.34
-0.15 -0.12 0.62
-1.73 -1.05 -3.21
2.65 2.90 0.43
0.26 0.27 -0.03
-0.68 -0.69 -0.28
-0.02 -0.25 -0.20
-0.17 -0.20 0.30
-2.00 -0.40 1.68
-0.54 -1.79 0.40
0.71 0.06 -1.64
1.87 2.99 1.10
0.14 0.59 -0.12
0.04 -1.00 -1.22
-0.35 -0.20 -0.41
0.10 -0.25 0.26
-0.37 2.17 1.27
-1.09 -0.32 -2.39
1.39 -0.03 1.60
-0.69 -0.62 -0.32
0.15 0.67 -1.00
-0.87 -0.64 0.57
-0.53 -0.32 -0.43
1.17 1.96 1.03
-1.38 -1.90 0.47
-0.27 -0.08 0.31
0.06 -0.98 -0.55
0.97 -0.14 -0.08
0.34 0.21 0.61
-0.40 -0.45 0.21
-0.29 0.31 -0.22
0.69 -0.23 0.27
-0.20 0.07 -0.02
0.98 0.33 0.01
-0.26 0.23 -0.59
0.12 -0.17 -0.07
0.28 0.01 0.37
-0.15 -0.02 -0.76
-0.05 -0.02 0.19
0.38 -0.05 -0.49
-1.46 0.21 -0.47
1.20 1.26 0.51
-0.88 -0.59 0.31
-1.08 -0.15 -0.29
0.70 1.47 0.33
1.02 -1.15 -0.28
-0.23 0.10 -0.03
-0.61 -0.21 0.38
0.57 -0.36 -0.49
-0.76 0.24 0.05
0.53 -0.27 0.00
-0.06 0.13 -0.19
0.04 -0.20 0.18
-0.15 -0.01 -0.13
0.06 -0.40 -0.14
0.79 -0.15 0.75
0.33 0.09 -0.48
-0.79 -0.07 0.67
-1.91 -1.62 0.93
1.55 0.41 -0.87
-0.07 -0.15 -0.50
-0.76 -1.11 -0.43
1.31 0.27 -0.46
-0.12 0.60 -0.09
-0.45 -0.18 -0.51
0.58 0.10 0.67
0.54 0.63 0.45
0.72 -0.52 -0.16
-0.33 0.82 -0.52
-0.09 -0.08 -0.41
0.12 -0.04 0.32
-0.06 0.45 0.44
-0.25 -0.07 1.16
0.17 0.65 -0.72

ΔE to the lowest compared entry with this formula, charge and spin (kcal/mol): 370.0
Highest occupied orbital energy (hartree): -0.309
Orbital gap (Eh): 0.13119

---

Entry 6:
Below is a 2-piece molecular cluster, C14H27F6N2O4P overall in a non-equilibrium geometry, with properties calculated with wB97M-V/def2-TZVPD.

Last column: natural (NBO) charge in e.
Element x y z (Å)
C 2.6225 -0.8227 2.7369  -0.65
C 3.1455 0.6143 2.1908  -0.22
N 2.6176 0.9715 0.8212  -0.29
C 1.3786 1.8193 0.7114  -0.22
C 0.0099 1.0439 1.0836  -0.44
C -1.0827 2.1961 1.4612  -0.40
C -2.3051 2.2813 0.4121  -0.42
C -3.7139 2.0320 1.1427  -0.42
C -4.5091 0.7386 0.5440  -0.09
O -5.4134 1.2656 -0.4556  -0.52
C -6.3654 0.3085 -0.8898  0.78
C -6.9909 -0.8605 -0.0099  -0.75
O -6.7824 0.4289 -2.0721  -0.55
C 3.6842 1.9296 0.2779  -0.25
C 4.4561 1.2587 -0.9990  -0.42
C 3.1900 0.3832 -1.5488  0.05
O 3.8476 -0.6184 -2.3585  -0.41
N 3.0475 -1.7339 -2.5178  0.42
O 1.9918 -1.4344 -2.9776  -0.21
C 2.7447 -0.2207 -0.1012  -0.29
H 3.3985 -1.6055 2.4020  0.23
H 2.6505 -0.8015 3.8751  0.25
H 1.6240 -1.1390 2.2950  0.24
H 2.7224 1.3896 2.9330  0.23
H 4.2893 0.5626 2.2394  0.25
H 1.2185 2.2470 -0.3423  0.25
H 1.4809 2.6595 1.4849  0.24
H -0.3911 0.4371 0.1982  0.24
H 0.1472 0.4116 2.0202  0.22
H -1.4923 2.0041 2.5140  0.22
H -0.5947 3.2400 1.4743  0.20
H -2.2101 1.5669 -0.4718  0.22
H -2.3296 3.3576 -0.0027  0.22
H -3.6453 1.9420 2.2799  0.21
H -4.4112 2.9279 0.9317  0.23
H -3.6924 0.0512 0.1200  0.18
H -5.0161 0.2522 1.4418  0.19
H -7.8858 -1.2994 -0.5845  0.26
H -6.2623 -1.7136 0.2070  0.25
H -7.4208 -0.4675 0.9851  0.23
H 4.4359 2.3619 1.0195  0.25
H 3.2844 2.8947 -0.2133  0.24
H 5.3525 0.6590 -0.6232  0.24
H 4.7115 2.1049 -1.7244  0.25
H 2.4352 1.0844 -2.0408  0.22
H 1.9103 -0.9937 -0.0848  0.29
H 3.7031 -0.8041 0.1693  0.25
F 2.0922 -5.9962 -3.2868  -0.60
P 0.9164 -4.9881 -2.8513  2.63
F -0.0846 -6.2425 -2.9566  -0.60
F 0.6517 -4.7522 -4.4210  -0.60
F 0.4364 -3.4621 -2.9489  -0.61
F 2.2169 -4.4331 -2.0742  -0.61
F 0.1856 -5.0362 -1.4150  -0.61

Cartesian forces, eV/Å:
1.18 -0.12 -0.74
-1.44 -1.23 2.99
2.57 1.04 -1.24
-3.13 -0.41 1.04
-0.12 1.17 0.40
-0.04 -0.06 -0.60
-0.46 0.86 0.76
-1.07 -0.03 -0.84
1.73 1.34 1.75
-0.85 -2.96 0.57
-1.59 0.28 -4.09
-0.31 0.17 0.54
1.59 -0.20 4.46
2.75 2.58 -2.63
-2.10 0.62 1.01
2.32 0.94 1.61
0.08 1.97 1.60
-3.10 -0.81 -2.28
1.90 -0.65 1.25
0.91 -1.54 -1.99
-1.33 1.05 0.56
-0.33 -0.02 -1.58
1.23 0.53 0.92
0.98 -0.88 -1.36
-1.83 0.46 -0.53
0.78 -0.73 1.62
0.17 -1.16 -1.33
0.79 0.68 1.41
-0.07 0.61 -1.44
0.64 0.25 -1.56
-0.53 -1.65 0.11
0.06 0.91 1.22
0.10 -1.79 0.46
0.20 0.05 -1.59
1.08 -1.40 0.41
-1.57 0.68 0.29
0.28 0.41 -1.52
1.64 0.89 0.64
-0.84 1.35 -0.29
0.92 -0.50 -1.44
-1.33 -1.17 -0.47
-0.24 -1.74 1.17
-1.37 0.57 -1.06
-0.02 -1.39 1.10
0.89 -1.35 0.39
0.67 1.52 0.10
-1.57 0.98 -0.02
0.16 -2.28 -0.91
-0.21 -0.81 -0.47
-1.05 -1.36 -1.94
0.78 -1.19 -2.31
-1.26 2.07 1.88
0.86 2.37 1.32
0.53 1.11 2.63

Highest occupied orbital energy (hartree): -0.338
Orbital gap (Eh): 0.30810

---

Entry 7:
Below is C5H7N2OS as an isolated structure in a non-equilibrium geometry, with properties calculated with wB97M-V/def2-TZVPD.

Last column: natural (NBO) charge in e.
Element x y z (Å)
C -2.0141 -1.1023 0.2740  -0.37
C -2.2140 1.1571 -0.6484  -0.08
C -0.8799 -0.3617 0.3575  0.10
C 1.6808 0.1494 -0.0411  0.71
C 0.3418 -0.7604 1.0445  -0.42
N -1.0461 0.8856 -0.1496  -0.47
N 2.7071 -0.2023 -0.9186  -0.81
O 1.4329 1.3311 0.0835  -0.65
S -3.2303 -0.2082 -0.6461  0.58
H -2.2186 -2.0362 0.8258  0.28
H -2.4313 1.9854 -1.2978  0.27
H 0.4734 -1.8293 1.0999  0.26
H 0.7867 -0.0984 1.7988  0.27
H -0.1070 1.4857 -0.0166  0.49
H 3.3310 -0.9650 -0.6251  0.41
H 3.3876 0.5694 -1.1407  0.42

Cartesian forces, eV/Å:
-0.85 0.01 -0.31
-0.63 -1.14 -1.35
-1.24 -0.71 0.96
-0.06 -0.46 -0.27
4.01 1.67 -2.39
2.12 1.69 0.68
1.01 -0.43 1.60
-0.34 0.61 0.04
0.89 -0.21 1.27
0.08 0.53 -0.87
0.01 0.52 0.33
0.12 -0.05 0.39
-1.07 -0.79 0.52
-1.47 -0.58 -0.58
-1.02 -0.25 -0.29
-1.57 -0.41 0.27

ΔE to the lowest compared entry with this formula, charge and spin (kcal/mol): 30.4
Highest occupied orbital energy (hartree): -0.500
Orbital gap (Eh): 0.34887
Charge: +1